Entry 1:
Molecular formula: C4H10O2
Method: DFT, ωB97M-V/def2-TZVPD

The geometry in ORCA input format:
```
! RIJCOSX wB97M-V def2-TZVPD def2/J DEFGRID3
* xyz 0 1
C 1.93 -0.53 -2.60
O 0.72 -0.15 -1.95
H 2.38 -1.40 -2.12
H 1.67 -0.79 -3.63
H 2.66 0.28 -2.62
H 0.95 0.02 -1.03
C 0.06 0.86 2.25
C -0.91 0.13 1.72
O -1.35 -0.98 2.41
C -1.62 0.38 0.43
H 0.45 1.73 1.74
H 0.48 0.59 3.20
H -2.03 -1.44 1.91
H -1.31 1.33 0.00
H -1.37 -0.41 -0.28
H -2.70 0.38 0.57
*
```

Values from the calculation:
- E_HOMO (eV) = -8.86
- Kohn-Sham gap (eV) = 9.65

Entry 2:
Molecular formula: C4H10O2
Method: DFT, ωB97M-V/def2-TZVPD

The geometry in ORCA input format:
```
! RIJCOSX wB97M-V def2-TZVPD def2/J DEFGRID3
* xyz 1 2
C -0.98 -0.56 1.05
C -1.38 -0.43 -0.40
C -1.23 1.00 -0.90
H -1.73 -0.15 1.74
H -0.87 -1.58 1.42
H -0.02 -0.06 1.23
H -0.80 -1.10 -1.05
H -2.44 -0.70 -0.50
H -1.47 1.11 -1.95
H -0.19 1.34 -0.73
H -1.84 1.68 -0.31
O 2.76 1.31 0.71
C 2.77 0.17 0.25
O 1.80 -0.33 -0.40
H 3.70 -0.42 0.41
H 1.92 -1.28 -0.58
*
```

Values from the calculation:
- E_HOMO (alpha / beta) (eV) = -15.03 / -14.89
- Kohn-Sham gap (alpha / beta) (eV) = 9.25 / 4.04

Entry 3:
Molecular formula: C4H10O2P
Method: DFT, ωB97M-V/def2-TZVPD

The geometry in ORCA input format:
```
! RIJCOSX wB97M-V def2-TZVPD def2/J DEFGRID3
* xyz -1 1
C -1.95 0.67 -0.59
C -0.80 -1.51 -0.01
C 0.23 0.67 0.76
C -0.59 0.04 -0.28
O 3.12 1.11 -0.96
O 3.03 -1.16 0.17
P 2.77 0.31 0.22
H -2.49 0.94 0.27
H -2.62 -0.01 -1.13
H -2.08 1.55 -1.29
H -0.02 -1.65 0.66
H -1.69 -1.82 0.57
H -0.68 -2.04 -0.94
H 0.15 0.28 1.64
H 0.26 1.77 0.70
H -0.10 0.08 -1.26
H 3.46 0.77 1.48
*
```

Values from the calculation:
- E_HOMO (eV) = -3.44
- Kohn-Sham gap (eV) = 7.23

Entry 4:
Molecular formula: C4H10O2S2
Method: DFT, ωB97M-V/def2-TZVPD

The geometry in ORCA input format:
```
! RIJCOSX wB97M-V def2-TZVPD def2/J DEFGRID3
* xyz 0 1
C -1.21 -1.01 0.51
C -2.15 -1.26 -0.70
O -1.78 -1.55 -1.80
C -1.41 0.45 0.89
S -0.22 0.99 2.14
S 1.52 0.03 1.94
C 2.53 0.80 0.70
H -1.51 -1.63 1.36
H -0.20 -1.16 0.13
H -3.20 -1.20 -0.37
H -2.42 0.64 1.30
H -1.29 1.05 -0.03
H 3.34 0.08 0.57
H 2.82 1.79 1.05
H 1.99 0.73 -0.25
H 0.88 -0.35 -2.61
H 1.55 1.03 -2.56
O 0.77 0.57 -2.28
*
```

Values from the calculation:
- E_HOMO (eV) = -8.75
- Kohn-Sham gap (eV) = 9.32

Asked for E_tot across the records above, the calculation gives -308.84214, -308.47568, -650.25070, -1105.23889 Eh in order.